Entry 1:
The following is a DFT calculation (ωB97M-V/def2-TZVPD) of a gas-phase ion, C6H11N2O (charge +1) in a non-equilibrium geometry.

Each line ends with the Mulliken charge.
Atoms and positions in Å:
C1 2.7501 0.2072 -0.1135  -0.90
N1 1.3248 0.3227 0.0850  0.26
C2 0.6528 1.3134 -0.2948  0.22
O1 -0.5405 1.6858 -0.1565  -0.28
C3 -1.5740 0.9761 0.7420  -0.54
C4 -2.1874 -0.1523 -0.0336  -0.39
N2 -1.2638 -0.7641 -0.8911  -0.39
C5 -0.2961 -1.4883 -0.1718  -0.16
C6 0.7462 -0.9877 0.3589  -0.67
H1 3.1004 0.2947 -1.1205  0.37
H2 3.2155 1.1520 0.3992  0.33
H3 3.2235 -0.6742 0.3224  0.32
H4 1.0201 1.9273 -1.1579  0.36
H5 -2.2724 1.7560 0.9466  0.36
H6 -1.0605 0.6587 1.7181  0.28
H7 -2.7386 -0.8234 0.6003  0.36
H8 -3.0580 0.2503 -0.6956  0.37
H9 -1.8104 -1.4184 -1.5088  0.35
H10 -0.5443 -2.5576 0.0282  0.34
H11 1.3127 -1.6783 0.9432  0.42

Summary:
E_HOMO ... -0.4971 Ha
SMILES string ... C[N+]1=C/OCCN/C=C\1
LUMO level ... -3.72 eV
Total charge ... +1
ΔE to the lowest compared entry with this formula, charge and spin ... 314.9 kJ/mol
Max |F| ... 0.0975 Eh/bohr
Molecular weight ... 127.17 g/mol
Frontier orbital gap ... 9.811 eV

=====

Entry 2:
The following is a DFT calculation (ωB97M-V/def2-TZVPD) of a molecular structure, C36H47N7P2Sc.

Each line ends with the Mulliken charge.
Atoms and positions in Å:
Sc1 -0.2291 0.2937 -0.2255  -0.08
N1 -2.9770 -2.8557 1.1938  0.17
C1 -2.6772 -1.6713 0.6660  -0.50
N2 -1.3813 -1.4582 0.8210  0.33
C2 -0.9390 -2.5796 1.4488  0.09
N3 -1.8788 -3.4596 1.6914  -0.70
C3 0.4857 -2.7685 1.7285  0.25
C4 0.9550 -3.9108 2.3681  -0.40
N4 2.2483 -4.1105 2.5736  -0.61
C5 3.0673 -3.1603 2.1394  -0.60
C6 2.6000 -2.0153 1.5088  -0.20
N5 1.3029 -1.8051 1.2965  0.50
H1 -3.8725 -3.3141 1.2456  0.21
H2 -3.3657 -1.0064 0.1701  0.51
H3 0.2623 -4.6699 2.7091  0.52
H4 4.1287 -3.3094 2.2932  0.42
H5 3.2951 -1.2665 1.1616  0.15
C7 1.3977 3.7242 2.3998  -2.09
C8 2.4513 2.8512 1.7010  2.20
C9 2.2571 1.4514 2.2909  -1.72
C10 3.8434 3.3633 2.0860  -1.99
P1 2.1144 2.7793 -0.1584  0.72
N6 0.8753 1.8581 -0.4495  0.66
C11 1.7899 4.5302 -0.7736  2.24
C12 0.3337 4.8973 -0.4334  -1.74
C13 2.7339 5.6148 -0.2438  -1.94
C14 1.8664 4.5338 -2.3071  -1.95
C15 3.6176 2.0697 -1.0664  2.37
C16 3.1964 1.6544 -2.4929  -1.88
C17 4.8486 2.9771 -1.1535  -1.89
C18 4.0129 0.7688 -0.3594  -1.98
H6 1.4907 3.5666 3.4774  0.58
H7 0.3868 3.4401 2.1074  0.33
H8 1.5319 4.7865 2.2181  0.38
H9 2.5114 1.4825 3.3535  0.59
H10 2.8731 0.6942 1.8215  0.14
H11 1.2116 1.1410 2.2215  0.12
H12 3.8882 3.4702 3.1728  0.55
H13 4.0629 4.3384 1.6530  0.27
H14 4.6365 2.6748 1.7977  0.33
H15 0.1871 5.1371 0.6148  0.35
H16 -0.3444 4.0885 -0.7072  0.18
H17 0.0632 5.7858 -1.0085  0.55
H18 2.6359 5.7773 0.8271  0.28
H19 2.4795 6.5579 -0.7345  0.54
H20 3.7801 5.4088 -0.4628  0.31
H21 1.2830 3.7216 -2.7411  0.17
H22 2.8877 4.4777 -2.6754  0.14
H23 1.4491 5.4784 -2.6638  0.77
H24 3.2984 2.4611 -3.2106  0.32
H25 2.1632 1.3063 -2.5208  0.17
H26 3.8473 0.8430 -2.8283  0.56
H27 4.6590 3.8686 -1.7476  0.35
H28 5.6506 2.4255 -1.6519  0.50
H29 5.2214 3.2862 -0.1794  0.29
H30 3.1550 0.0933 -0.3120  -0.08
H31 4.4043 0.9298 0.6448  0.38
H32 4.7959 0.2777 -0.9419  0.72
N7 -1.8143 0.5321 -1.3490  -0.64
P2 -1.8324 -0.1846 -2.7287  2.10
C19 -3.4656 -0.7186 -3.2803  0.12
C20 -4.5633 -0.2809 -2.5459  -0.47
C21 -5.8465 -0.6557 -2.9213  -0.78
C22 -6.0324 -1.4711 -4.0277  -0.50
C23 -4.9391 -1.9074 -4.7666  -0.79
C24 -3.6583 -1.5297 -4.3973  -0.25
C25 -0.8092 -1.6908 -2.5653  0.41
C26 0.5542 -1.4600 -2.3339  -0.66
C27 1.3787 -2.4827 -1.8790  -0.60
C28 0.8505 -3.7460 -1.6505  -0.64
C29 -0.4981 -3.9825 -1.8841  -0.90
C30 -1.3269 -2.9610 -2.3342  -0.64
C31 -1.0610 0.7373 -4.0776  0.51
C32 -0.5906 0.1250 -5.2379  -0.47
C33 -0.0076 0.8879 -6.2367  -0.77
C34 0.1053 2.2638 -6.0797  -0.64
C35 -0.3515 2.8749 -4.9211  -0.36
C36 -0.9272 2.1129 -3.9138  -0.27
H33 -4.3963 0.3720 -1.6966  0.53
H34 -6.7002 -0.3040 -2.3569  0.43
H35 -7.0319 -1.7631 -4.3221  0.41
H36 -5.0875 -2.5380 -5.6331  0.44
H37 -2.8116 -1.8694 -4.9819  0.29
H38 0.9823 -0.4841 -2.5670  0.49
H39 2.4335 -2.2945 -1.7195  0.53
H40 1.4896 -4.5475 -1.3026  0.46
H41 -0.9073 -4.9707 -1.7164  0.43
H42 -2.3796 -3.1536 -2.5049  0.49
H43 -0.6605 -0.9502 -5.3584  0.27
H44 0.3603 0.4118 -7.1360  0.45
H45 0.5563 2.8593 -6.8628  0.43
H46 -0.2556 3.9462 -4.7997  0.48
H47 -1.2634 2.5669 -2.9886  0.24

Summary:
E_HOMO ... -0.3850 Ha
LUMO level ... -2.90 eV
Total charge ... +1
ΔE to the lowest compared entry with this formula, charge and spin ... 73.0 kJ/mol
Max |F| ... 0.0131 Eh/bohr
Molecular weight ... 684.73 g/mol
Frontier orbital gap ... 7.575 eV

=====

Entry 3:
The following is a DFT calculation (ωB97M-V/def2-TZVPD) of C6H13ClN3O2P in the gas phase in a non-equilibrium geometry.

Each line ends with the Mulliken charge.
Atoms and positions in Å:
N1 -2.9370 0.9442 0.9461  -0.52
P1 -2.1731 -0.2936 0.1180  0.73
N2 -2.1611 -1.5288 1.2320  -0.50
O1 -2.8393 -0.6557 -1.1018  -0.70
C1 -0.4223 0.3879 -0.1041  0.44
Cl1 -0.6500 1.9608 -0.8566  -0.11
C2 0.5471 0.6444 1.0800  -1.08
C3 1.9119 1.1560 0.5700  -0.68
C4 2.5173 0.0274 -0.3759  -0.55
C5 1.6378 -0.1200 -1.5623  -0.82
C6 0.2064 -0.5649 -1.2653  -0.26
N3 -0.0325 -1.8701 -0.7141  0.12
O2 0.9183 -2.6642 -0.7435  -0.45
H1 -3.0299 1.1802 1.9447  0.21
H2 -3.5837 1.4716 0.2808  0.23
H3 -1.6303 -1.7812 2.0283  0.21
H4 -2.6172 -2.3501 0.7953  0.24
H5 0.6177 -0.1677 1.7673  0.38
H6 0.1687 1.4596 1.6863  0.41
H7 2.5924 1.4957 1.4063  0.35
H8 1.8337 2.0674 -0.0913  0.33
H9 3.5314 0.3959 -0.8290  0.28
H10 2.5042 -0.9550 0.1337  0.34
H11 1.4519 0.9252 -2.0164  0.40
H12 1.9918 -0.9074 -2.1860  0.38
H13 -0.3543 -0.2574 -2.1425  0.63

Summary:
E_HOMO (alpha / beta) ... -0.3366 / -0.3366 Ha
SMILES string ... NP(N)(=O)[C@@]1(Cl)CCCC[C@H]1N=O
LUMO level (alpha / beta) ... -0.48 / -0.48 eV
ΔE to the lowest compared entry with this formula, charge and spin ... 88.1 kJ/mol
Max |F| ... 0.0951 Eh/bohr
Molecular weight ... 225.62 g/mol
Frontier orbital gap (alpha / beta) ... 8.677 / 8.676 eV

=====

Entry 4:
The following is a DFT calculation (ωB97M-V/def2-TZVPD) of a molecular structure, C44H45BiBr2N4P2S2Si.

Each line ends with the Mulliken charge.
Atoms and positions in Å:
Bi1 -0.0261 -0.0059 0.1932  1.00
S1 1.0098 2.3645 -2.4470  -0.61
P1 2.2510 0.8343 -2.1843  2.05
C1 1.9545 0.0153 -0.6633  -1.09
P2 2.9630 -1.1100 0.2200  1.11
S2 2.3131 -1.3999 2.0756  -0.62
C2 3.0461 -2.7494 -0.5807  0.67
C3 1.9860 -3.1799 -1.3676  -0.39
C4 1.9642 -4.4694 -1.8795  -0.61
C5 3.0077 -5.3385 -1.6053  -0.60
C6 4.0669 -4.9193 -0.8082  -0.70
C7 4.0843 -3.6345 -0.2936  -0.25
C8 4.6989 -0.5619 0.2470  -0.04
C9 5.5658 -0.8443 -0.8062  0.11
C10 6.8761 -0.3977 -0.7777  -0.82
C11 7.3317 0.3408 0.3055  -0.62
C12 6.4775 0.6192 1.3621  -0.86
C13 5.1693 0.1590 1.3376  -0.43
C14 3.9326 1.5361 -2.2272  0.23
C15 4.3527 2.2728 -1.1209  0.24
C16 5.5347 2.9883 -1.1582  -0.86
C17 6.3092 2.9874 -2.3119  -0.68
C18 5.8851 2.2810 -3.4254  -0.86
C19 4.6947 1.5657 -3.3892  -0.85
C20 2.2254 -0.3584 -3.5597  0.14
C21 1.0943 -0.4611 -4.3598  -0.69
C22 1.0091 -1.4512 -5.3288  -0.36
C23 2.0624 -2.3346 -5.5157  -0.84
C24 3.2039 -2.2250 -4.7347  -0.91
C25 3.2815 -1.2468 -3.7570  0.35
H1 1.1753 -2.4966 -1.5944  0.21
H2 1.1378 -4.7866 -2.5025  0.46
H3 2.9983 -6.3426 -2.0086  0.40
H4 4.8774 -5.6000 -0.5816  0.42
H5 4.8998 -3.3216 0.3471  0.45
H6 5.2211 -1.4244 -1.6514  0.16
H7 7.5392 -0.6227 -1.6026  0.43
H8 8.3556 0.6908 0.3296  0.42
H9 6.8313 1.1857 2.2135  0.43
H10 4.5115 0.3361 2.1797  0.43
H11 3.7500 2.2779 -0.2238  0.04
H12 5.8533 3.5448 -0.2863  0.47
H13 7.2375 3.5434 -2.3434  0.41
H14 6.4737 2.2933 -4.3339  0.44
H15 4.3614 1.0448 -4.2769  0.48
H16 0.2957 0.2534 -4.2341  0.19
H17 0.1217 -1.5187 -5.9435  0.49
H18 1.9972 -3.1050 -6.2731  0.39
H19 4.0306 -2.9087 -4.8776  0.46
H20 4.1720 -1.1775 -3.1474  0.01
Br1 -1.2367 -2.1192 3.3728  -0.06
C26 -2.9235 -1.3149 3.8078  -0.59
Br2 -3.4495 0.0488 2.5453  0.02
H21 -2.8346 -0.8446 4.7786  0.35
H22 -3.6878 -2.0816 3.7998  0.40
C27 -0.4669 3.2438 1.1954  -0.47
N1 0.3833 2.0590 1.4837  1.17
C28 0.1739 1.6781 2.9140  -0.45
N2 0.4981 2.7755 3.8038  0.10
C29 -0.3504 3.9190 3.4626  -0.74
N3 -0.1507 4.3511 2.0787  0.21
C30 1.2598 4.7032 1.9063  -0.71
N4 2.1395 3.5728 2.2053  0.23
C31 1.8032 2.4783 1.3139  0.32
C32 1.8983 3.1469 3.5846  -0.71
H23 -1.5145 2.9639 1.3177  0.32
H24 -0.2866 3.5327 0.1610  -0.24
H25 0.8052 0.8138 3.1292  0.16
H26 -0.8762 1.4040 3.0334  0.04
H27 -0.1165 4.7489 4.1312  0.34
H28 -1.3968 3.6375 3.5995  0.35
H29 1.5003 5.5273 2.5803  0.36
H30 1.4276 5.0249 0.8769  0.33
H31 2.4371 1.6151 1.5222  -0.90
H32 1.9302 2.7798 0.2734  0.03
H33 2.1581 3.9646 4.2591  0.38
H34 2.5297 2.2841 3.8066  0.34
C33 -2.7642 0.2220 -6.1046  -0.55
C34 -3.0712 -0.7912 -5.2099  -0.66
C35 -2.8330 -0.6108 -3.8541  -0.29
C36 -2.2862 0.5784 -3.3640  0.60
C37 -2.0024 1.5928 -4.2801  -0.09
C38 -2.2347 1.4164 -5.6346  -0.59
Si1 -2.0613 0.7170 -1.5040  0.33
C39 -2.9147 2.3050 -0.9636  0.60
C40 -4.0548 2.2469 -0.1608  -0.67
C41 -4.7338 3.4002 0.2124  -0.82
C42 -4.2909 4.6371 -0.2287  -0.56
C43 -3.1730 4.7149 -1.0495  -0.59
C44 -2.4970 3.5615 -1.4119  -0.16
H35 -2.9413 0.0850 -7.1634  0.40
H36 -3.4968 -1.7212 -5.5652  0.39
H37 -3.0795 -1.4104 -3.1653  0.36
H38 -1.5802 2.5281 -3.9450  0.14
H39 -1.9954 2.2131 -6.3269  0.40
H40 -2.9497 -0.3743 -0.9930  -0.31
H41 -4.4250 1.2844 0.1735  0.72
H42 -5.6148 3.3291 0.8372  0.43
H43 -4.8185 5.5378 0.0569  0.39
H44 -2.8260 5.6774 -1.4026  0.45
H45 -1.6169 3.6441 -2.0397  0.09

Summary:
E_HOMO ... -0.2595 Ha
LUMO level ... -0.22 eV
ΔE to the lowest compared entry with this formula, charge and spin ... 48.2 kJ/mol
Max |F| ... 0.0054 Eh/bohr
Molecular weight ... 1152.83 g/mol
Frontier orbital gap ... 6.839 eV

=====

Entry 5:
The following is a DFT calculation (ωB97M-V/def2-TZVPD) of 2 unconnected molecules or ions with the total composition H3NP2S in a non-equilibrium geometry.

Each line ends with the Mulliken charge.
Atoms and positions in Å:
N1 1.5908 -1.5419 0.3101  -0.54
P1 0.6037 -0.2892 0.3105  0.38
P2 -2.4201 0.3195 -0.0271  0.03
S1 1.3375 1.5437 0.5108  -0.29
H1 2.5108 -1.2448 -0.0302  0.27
H2 -1.6241 1.3466 0.2138  0.06
H3 -1.9986 -0.1339 -1.2879  0.09

Summary:
E_HOMO (alpha / beta) ... -0.3487 / -0.3306 Ha
LUMO level (alpha / beta) ... -2.15 / -3.15 eV
ΔE to the lowest compared entry with this formula, charge and spin ... 340.0 kJ/mol
Max |F| ... 0.0584 Eh/bohr
Molecular weight ... 111.05 g/mol
Frontier orbital gap (alpha / beta) ... 7.343 / 5.849 eV

=====

Entry 6:
The following is a DFT calculation (ωB97M-V/def2-TZVPD) of a molecular structure, BrHIP in a non-equilibrium geometry.

Each line ends with the Mulliken charge.
Atoms and positions in Å:
P1 -0.1556 0.3904 1.4336  0.08
Br1 0.0170 2.1139 0.1248  -0.08
I1 0.8590 -1.3762 -0.0503  0.04
H1 -0.7204 -1.1282 -1.5081  -0.03

Summary:
E_HOMO (alpha / beta) ... -0.3134 / -0.2804 Ha
LUMO level (alpha / beta) ... -0.73 / -1.93 eV
ΔE to the lowest compared entry with this formula, charge and spin ... 323.1 kJ/mol
Max |F| ... 0.0273 Eh/bohr
Molecular weight ... 238.79 g/mol
Frontier orbital gap (alpha / beta) ... 7.800 / 5.701 eV

=====

Entry 7:
The following is a DFT calculation (ωB97M-V/def2-TZVPD) of 2 unconnected molecules or ions with the total composition C3H3F in a non-equilibrium geometry.

Each line ends with the Mulliken charge.
Atoms and positions in Å:
C1 1.0009 -0.4013 0.1177  -0.34
C2 0.0006 -0.9294 -0.4348  -0.41
C3 -1.7665 1.9344 -2.1659  0.00
F1 -1.4680 2.7906 -1.2077  -0.09
H1 1.9075 -0.2703 0.7755  0.30
H2 -1.5626 2.5915 -3.1264  0.09
H3 -0.5726 -1.4228 -0.9639  0.45

Summary:
E_HOMO ... -0.3569 Ha
LUMO level ... -0.40 eV
ΔE to the lowest compared entry with this formula, charge and spin ... 431.4 kJ/mol
Max |F| ... 0.2755 Eh/bohr
Molecular weight ... 58.06 g/mol
Frontier orbital gap ... 9.315 eV